Record 1
# C15H4Cl4F6N5O9RhS2

C15H4Cl4F6N5O9RhS2 as an isolated structure in a non-equilibrium geometry (wB97M-V/def2-TZVPD, OMol25).

```
46
Properties=species:S:1:pos:R:3:mulliken_spin:R:1
Rh 0.130 0.343 -0.163 2.492
Cl 4.605 0.301 5.258 0.010
C 3.912 0.266 3.687 0.045
C 4.735 0.028 2.579 0.083
Cl 6.412 -0.263 2.810 0.014
C 4.204 0.045 1.300 0.028
Cl 5.213 -0.192 -0.074 0.004
C 2.828 0.261 1.073 0.135
O 2.319 0.285 -0.092 0.287
C 1.955 0.489 2.229 0.109
O 0.726 0.685 2.041 0.339
C 2.563 0.510 3.513 0.052
Cl 1.553 0.861 4.857 0.009
F -2.287 3.790 -0.465 0.000
C -2.951 2.787 -1.051 -0.002
F -4.218 3.224 -1.163 0.000
F -2.460 2.646 -2.271 0.000
S -2.870 1.208 0.016 0.027
O -2.121 0.242 -0.754 0.020
O -2.332 1.652 1.253 -0.004
N -4.373 0.749 0.149 0.003
S -4.866 0.011 -1.162 -0.002
O -4.459 0.646 -2.375 0.000
O -6.251 -0.349 -1.058 0.000
C -3.993 -1.685 -1.139 -0.001
F -4.923 -2.644 -1.341 0.000
F -3.433 -1.971 0.036 0.000
F -3.093 -1.854 -2.102 0.000
O -0.038 2.233 -0.589 0.065
N 0.917 3.023 -0.308 0.004
C 1.925 3.347 -1.115 0.101
C 2.923 4.208 -0.656 -0.015
N 3.778 4.920 -0.346 0.037
C 2.036 2.955 -2.459 -0.013
N 2.134 2.721 -3.585 0.036
O 0.144 -3.019 1.985 0.000
C 0.046 -2.916 0.785 0.002
C -0.120 -4.121 -0.174 0.008
C -0.054 -3.517 -1.568 -0.001
C 0.059 -2.029 -1.272 -0.008
O 0.153 -1.129 -2.101 0.058
N 0.098 -1.783 0.047 0.077
H -1.081 -4.590 0.045 -0.001
H 0.676 -4.837 0.032 0.000
H -0.941 -3.701 -2.173 0.001
H 0.819 -3.836 -2.140 0.000
```

Computed properties:
Spin multiplicity: 5
HOMO energy (alpha / beta), eV: -2.60 / -3.93
Expectation value of S²: 6.040
Relative energy (zero: lowest compared OMol25 entry of this formula, charge and spin), kJ/mol: 115.5
Electronic energy, Ha: -4871.86125
Total charge: -2



Record 2
# C5H10N2

A 2-piece molecular cluster, C5H10N2 overall in a non-equilibrium geometry (wB97M-V/def2-TZVPD, OMol25).

```
17
Properties=species:S:1:pos:R:3:mulliken_charge:R:1
C -2.853 0.762 1.220 -0.531
C 0.509 1.371 -1.242 -0.032
C -0.862 -0.700 0.834 0.548
C 0.139 -1.704 0.674 -1.067
C 2.697 0.197 -1.530 -0.503
N -1.877 -0.140 0.949 0.073
N 1.463 0.780 -1.280 0.100
H -2.774 1.396 2.224 0.345
H -2.673 1.501 0.510 0.266
H -0.315 2.049 -1.170 0.479
H -3.694 0.197 1.300 0.320
H -0.024 -2.437 1.566 0.335
H 0.247 -1.914 -0.359 0.416
H 1.298 -1.420 0.916 0.299
H 2.930 -0.557 -0.717 0.230
H 3.270 1.156 -1.555 0.352
H 2.520 -0.536 -2.340 0.371
```

Computed properties:
HOMO energy, eV: -20.32
Relative energy (zero: lowest compared OMol25 entry of this formula, charge and spin), kJ/mol: 240.0
Electronic energy, Ha: -305.21712
Total charge: +2